Molecular formula: C19H26ClFeN3O6
Method: DFT, ωB97M-V/def2-TZVPD

Values from the calculation:
Total charge: +1
Frontier orbital gap (alpha / beta) (hartree): 0.3419 / 0.2825
<S²>: 8.7630
2S+1: 6

Positions of all 56 atoms, in Å:
Fe (-0.6239, 0.5842, 0.3803)
O (3.6782, 0.6769, 4.2705)
C (4.2770, 0.6402, 3.0912)
O (5.4652, 0.5459, 2.9708)
C (3.3872, 0.7171, 1.8816)
C (3.8222, 0.6850, 0.5633)
Cl (5.4233, 0.5556, 0.0468)
N (2.7314, 0.7666, -0.2595)
N (1.6203, 0.8441, 0.5033)
C (1.9969, 0.8078, 1.7666)
C (0.8980, 0.8648, 2.7754)
O (1.1269, 0.9330, 3.9634)
O (-0.2862, 0.8436, 2.2382)
C (2.5881, 0.7750, -1.6985)
C (3.6775, 0.7398, -2.5602)
C (3.4761, 0.7089, -3.9334)
C (2.2015, 0.7265, -4.4696)
C (1.1148, 0.7949, -3.6127)
C (1.3077, 0.8196, -2.2442)
H (2.7024, 0.7898, 4.2130)
H (4.6812, 0.7343, -2.1831)
H (4.3383, 0.6628, -4.5840)
H (2.0531, 0.6892, -5.5394)
H (0.1093, 0.8219, -4.0104)
H (0.4358, 0.8717, -1.6098)
N (-0.5048, 2.8300, 0.1465)
H (-1.1671, 3.2606, -0.4904)
H (0.4218, 3.1750, -0.0819)
H (-0.7246, 3.1591, 1.0830)
C (0.2781, -3.0480, -0.9678)
C (-0.5302, -2.5210, 0.2118)
C (0.1670, -2.8547, 1.5256)
C (-1.9371, -3.1077, 0.1919)
O (-0.6278, -1.1054, 0.1027)
H (0.3152, -4.1357, -0.9289)
H (1.2974, -2.6595, -0.9348)
H (-0.1799, -2.7437, -1.9100)
H (0.2164, -3.9340, 1.6587)
H (-0.3753, -2.4188, 2.3662)
H (1.1834, -2.4559, 1.5252)
H (-1.8880, -4.1898, 0.3002)
H (-2.4310, -2.8756, -0.7533)
H (-2.5290, -2.6997, 1.0136)
C (-4.8987, 0.6737, -0.4090)
C (-4.7777, 0.6736, 1.1182)
C (-3.3975, 1.2634, 1.3666)
O (-2.6414, 1.0482, 0.1255)
C (-3.4827, 0.3699, -0.8492)
H (-5.2108, 1.6532, -0.7724)
H (-5.5977, -0.0743, -0.7758)
H (-4.8372, -0.3437, 1.5044)
H (-5.5509, 1.2693, 1.5972)
H (-2.8639, 0.7915, 2.1904)
H (-3.4325, 2.3397, 1.5364)
H (-3.2676, -0.6996, -0.8175)
H (-3.2280, 0.7608, -1.8328)